No. 1
Formula: C19H24NO3
Source: the OMol25 dataset
Level of theory: ωB97M-V/def2-TZVPD

```
! RIJCOSX wB97M-V def2-TZVPD def2/J DEFGRID3
* xyz 1 1
C 3.49 -4.72 1.33
O 3.71 -3.86 0.19
C 2.67 -3.12 -0.28
C 2.98 -2.17 -1.29
C 2.03 -1.25 -1.66
C 0.73 -1.23 -1.07
C -0.11 -0.10 -1.32
C -1.51 0.01 -0.96
C -2.41 0.65 -1.84
C -3.74 0.82 -1.51
C -4.23 0.33 -0.28
O -5.55 0.51 -0.03
C -6.11 -0.05 1.18
C -3.34 -0.32 0.62
C -2.00 -0.43 0.29
C 0.38 -2.33 -0.25
C 1.34 -3.22 0.20
H 4.45 -5.19 1.50
H 3.19 -4.14 2.22
H 2.72 -5.48 1.11
H 3.98 -2.17 -1.72
H 2.27 -0.50 -2.43
H 0.21 0.55 -2.14
H -2.04 0.99 -2.81
H -4.44 1.30 -2.19
H -7.15 0.29 1.17
H -6.07 -1.15 1.17
H -5.60 0.34 2.07
H -3.71 -0.73 1.56
H -1.32 -0.88 1.02
H -0.65 -2.49 0.05
H 1.08 -3.99 0.93
C 3.09 3.03 0.73
C 2.48 1.85 -0.02
N 1.05 1.88 0.16
C 0.30 3.11 0.01
C 1.03 4.22 0.76
O 2.41 4.24 0.41
H 3.02 2.80 1.81
H 4.13 3.21 0.42
H 2.78 1.87 -1.09
H 2.83 0.91 0.42
H 0.56 1.05 -0.18
H 0.14 3.39 -1.04
H -0.67 2.94 0.49
H 0.66 5.21 0.47
H 0.90 4.04 1.84
*
```

Computed properties:
F_max (eV Å⁻¹): 3.0
Total energy (Ha): -1018.54916
Relative energy (zero: lowest compared OMol25 entry of this formula, charge and spin) (kJ/mol): 136.68
HOMO-LUMO gap (hartree): 0.2152
HOMO energy (Eh): -0.41335

***

No. 2
Formula: C19H24O5
Source: the OMol25 dataset
Level of theory: ωB97M-V/def2-TZVPD

```
! RIJCOSX wB97M-V def2-TZVPD def2/J DEFGRID3
* xyz 0 1
C 4.86 -1.86 1.15
O 3.81 -0.93 1.10
C 3.20 -0.70 -0.10
C 3.48 -1.40 -1.27
C 2.77 -1.10 -2.42
C 1.80 -0.12 -2.43
C 1.52 0.60 -1.27
O 0.58 1.60 -1.20
C -0.19 1.87 -2.35
C 2.22 0.30 -0.09
O 2.06 0.99 1.09
C 0.76 1.07 1.63
C 0.23 -0.28 2.14
O -1.13 -0.48 1.79
C -1.47 -0.75 0.49
C -0.65 -1.45 -0.39
C -1.05 -1.77 -1.67
C -2.31 -1.39 -2.10
C -3.14 -0.69 -1.25
C -2.75 -0.35 0.04
O -3.70 0.28 0.78
C -3.35 1.33 1.68
C -2.83 2.54 0.89
C -4.63 1.68 2.43
H 5.22 -1.84 2.18
H 4.52 -2.87 0.91
H 5.68 -1.58 0.48
H 4.23 -2.17 -1.29
H 2.98 -1.64 -3.33
H 1.27 0.09 -3.34
H -0.85 2.68 -2.06
H -0.78 1.00 -2.65
H 0.44 2.20 -3.18
H 0.06 1.47 0.89
H 0.84 1.79 2.45
H 0.24 -0.32 3.23
H 0.87 -1.09 1.77
H 0.33 -1.77 -0.06
H -0.38 -2.32 -2.31
H -2.64 -1.64 -3.10
H -4.13 -0.39 -1.56
H -2.59 1.00 2.38
H -2.56 3.34 1.57
H -1.96 2.26 0.31
H -3.60 2.90 0.21
H -5.40 2.00 1.74
H -4.44 2.48 3.15
H -4.99 0.80 2.97
*
```

Computed properties:
F_max (eV Å⁻¹): 0.8
Total energy (Ha): -1114.53620
Relative energy (zero: lowest compared OMol25 entry of this formula, charge and spin) (kJ/mol): 291.69
HOMO-LUMO gap (hartree): 0.3280
SMILES string: COc1cccc(OC)c1OCCOc1ccccc1OC(C)C
HOMO energy (Eh): -0.29795

***

No. 3
Formula: C19H25AgN2O5Sb
Source: the OMol25 dataset
Level of theory: ωB97M-V/def2-TZVPD

```
! RIJCOSX wB97M-V def2-TZVPD def2/J DEFGRID3
* xyz -1 1
Ag -0.76 -0.85 -0.35
O 2.42 -0.49 -3.47
C 1.59 -0.82 -2.62
O 0.79 0.01 -2.00
C 1.46 -2.28 -2.26
C 2.33 -3.23 -2.79
C 2.19 -4.55 -2.37
C 1.15 -4.89 -1.50
C 0.35 -3.85 -1.01
N 0.48 -2.59 -1.42
C -0.73 -4.14 0.00
O -0.79 -5.30 0.41
O -1.52 -3.17 0.30
H 3.08 -2.87 -3.50
H 2.90 -5.31 -2.72
H 0.96 -5.91 -1.11
O -3.00 -1.94 -1.45
C -4.16 -1.65 -0.63
C -3.94 -0.57 0.38
C -5.06 -0.26 1.16
C -4.95 0.73 2.13
C -3.75 1.46 2.21
C -2.70 1.07 1.40
N -2.77 0.05 0.52
H -2.40 -2.51 -0.86
H -4.50 -2.57 -0.11
H -4.98 -1.35 -1.31
H -5.97 -0.86 1.02
H -5.80 0.93 2.78
H -3.63 2.30 2.90
H -1.73 1.57 1.48
C 1.58 1.61 3.40
C 1.25 2.50 2.23
Sb 1.15 1.22 0.36
C 3.31 1.02 -0.20
C 4.11 2.29 0.15
C 0.52 2.84 -1.01
C 0.94 4.25 -0.64
H 1.67 2.22 4.31
H 2.52 1.07 3.30
H 0.79 0.86 3.59
H 1.96 3.27 1.98
H 0.24 2.92 2.22
H 3.24 0.84 -1.29
H 3.59 0.11 0.36
H 3.74 3.18 -0.39
H 5.17 2.18 -0.13
H 4.12 2.52 1.23
H -0.57 2.67 -1.03
H 0.96 2.44 -1.95
H 0.61 4.54 0.37
H 0.50 4.96 -1.34
H 2.03 4.35 -0.75
*
```

Computed properties:
F_max (eV Å⁻¹): 2.4
Total energy (Ha): -1612.01784
Relative energy (zero: lowest compared OMol25 entry of this formula, charge and spin) (kJ/mol): 0.00
HOMO-LUMO gap (hartree): 0.2648
HOMO energy (Eh): -0.16818

***

No. 4
Formula: C19H25BrNO2PS2
Source: the OMol25 dataset
Level of theory: ωB97M-V/def2-TZVPD

```
! RIJCOSX wB97M-V def2-TZVPD def2/J DEFGRID3
* xyz 0 1
C -1.53 0.51 -4.04
C -0.85 -0.84 -3.42
C -1.09 -0.87 -1.81
O -0.02 -1.53 -1.09
C -0.51 -2.15 0.14
C -1.18 -0.94 1.01
C -2.73 -0.90 1.24
P -3.92 -2.24 0.59
S -3.55 -4.00 1.41
C -3.38 0.26 2.06
C -2.46 1.37 2.61
C -0.93 1.32 2.37
C -0.21 0.15 1.59
N 1.25 0.11 1.42
C 1.81 1.38 0.93
C 2.84 1.33 -0.25
C 3.29 0.00 -1.00
C 4.68 -0.62 -0.50
C 4.88 -0.65 1.09
Br 4.77 -2.52 -1.19
C 3.45 2.70 -0.71
C 3.07 4.06 -0.06
C 2.02 4.12 1.12
C 1.45 2.76 1.59
S 0.23 2.64 3.01
H -1.41 0.56 -5.17
H -1.02 1.44 -3.59
H -2.64 0.56 -3.75
H -1.31 -1.74 -3.95
H 0.28 -0.78 -3.66
H -1.28 0.21 -1.50
H -2.09 -1.43 -1.66
H 0.42 -2.46 0.74
H -1.24 -3.00 -0.06
H -5.26 -1.90 1.02
H -3.85 -2.31 -0.85
H -4.51 0.26 2.24
H -2.94 2.22 3.20
H 1.56 -0.70 0.88
H 3.41 0.23 -2.12
H 2.50 -0.84 -0.95
H 5.56 -0.08 -1.00
H 5.86 -1.21 1.32
H 4.91 0.42 1.50
H 4.06 -1.23 1.65
H 4.23 2.66 -1.55
H 3.52 5.05 -0.38
H 1.72 5.11 1.59
O -7.16 -1.92 2.36
H -6.67 -2.32 3.09
H -8.07 -2.21 2.50
*
```

Computed properties:
F_max (eV Å⁻¹): 4.7
Total energy (Ha): -4655.64331
Relative energy (zero: lowest compared OMol25 entry of this formula, charge and spin) (kJ/mol): 951.90
HOMO-LUMO gap (hartree): 0.2851
SMILES string: CCCOCc1c([PH2]=S)ccc2c1Nc1c(C[C@@H](C)Br)cccc1S2.O
HOMO energy (Eh): -0.29261

***

No. 5
Formula: C19H25Cl2FN5O4PRb
Source: the OMol25 dataset
Level of theory: ωB97M-V/def2-TZVPD

```
! RIJCOSX wB97M-V def2-TZVPD def2/J DEFGRID3
* xyz 1 1
Rb 1.51 0.20 -0.21
C -0.24 -1.29 2.59
C 1.01 -1.11 3.18
C 1.44 0.17 3.49
C 0.64 1.27 3.21
C -0.61 1.09 2.62
C -1.04 -0.19 2.31
H -0.59 -2.29 2.36
H 1.63 -1.96 3.39
H 2.41 0.31 3.94
H 0.98 2.27 3.45
H -1.23 1.95 2.41
H -2.02 -0.33 1.86
F 0.44 6.83 -3.33
C 0.95 5.74 -2.77
C 1.09 4.60 -3.43
N 1.63 3.47 -2.83
C 1.78 2.21 -3.56
C 1.03 1.05 -2.92
O 0.07 1.30 -2.16
O 1.47 -0.10 -3.21
C 2.03 3.48 -1.53
O 2.50 2.48 -0.99
N 1.89 4.67 -0.87
C 1.35 5.86 -1.37
O 1.30 6.87 -0.71
H 0.79 4.49 -4.47
H 2.83 1.97 -3.66
H 1.38 2.38 -4.56
H 2.22 4.70 0.09
Cl 4.48 -0.25 -1.01
C 3.91 -1.74 -1.78
Cl 2.81 -2.69 -0.70
H 4.77 -2.37 -1.98
H 3.35 -1.46 -2.67
C -3.48 -2.60 -3.04
N -2.51 -1.76 -3.89
C -1.67 -2.71 -4.75
N -1.01 -3.67 -3.94
C -1.98 -4.41 -3.14
N -2.78 -3.55 -2.26
C -1.95 -2.91 -1.22
P -0.59 -1.83 -1.87
C -1.64 -0.86 -3.03
C 0.04 -3.05 -3.10
H -4.14 -3.09 -3.76
H -4.04 -1.89 -2.43
H -3.07 -1.17 -4.51
H -0.98 -2.08 -5.30
H -2.38 -3.19 -5.42
H -1.45 -5.14 -2.53
H -2.65 -4.94 -3.82
H -1.52 -3.69 -0.60
H -2.60 -2.32 -0.57
H -1.02 -0.29 -3.72
H -2.30 -0.17 -2.50
H 0.58 -3.85 -2.58
H 0.77 -2.55 -3.74
*
```

Computed properties:
F_max (eV Å⁻¹): 1.2
Total energy (Ha): -2699.31841
Relative energy (zero: lowest compared OMol25 entry of this formula, charge and spin) (kJ/mol): 33.17
HOMO-LUMO gap (hartree): 0.3105
HOMO energy (Eh): -0.40842

***

No. 6
Formula: C19H25Cl4IIrNO4PTe
Source: the OMol25 dataset
Level of theory: ωB97M-V/def2-TZVPD

```
! RIJCOSX wB97M-V def2-TZVPD def2/J DEFGRID3
* xyz 1 5
Ir -17.91 5.69 3.49
Cl -13.30 7.46 -1.17
C -14.08 6.41 -0.12
C -14.39 5.08 -0.36
C -15.16 4.31 0.58
I -15.16 2.23 0.57
C -15.85 4.91 1.65
O -16.70 4.36 2.45
C -15.60 6.32 1.79
N -16.62 6.96 2.50
C -16.74 8.31 2.36
C -15.70 9.03 1.81
C -14.57 8.40 1.23
C -14.62 7.03 1.08
H -14.13 4.63 -1.28
H -17.69 8.73 2.66
H -15.78 10.14 1.78
H -13.74 8.94 0.85
C -15.28 4.58 6.80
C -15.87 5.74 6.06
C -15.85 7.05 6.71
O -16.27 5.43 4.86
H -14.20 4.54 6.71
H -15.69 3.65 6.34
H -15.51 4.61 7.88
H -15.22 7.78 6.18
H -15.44 6.90 7.71
H -16.86 7.48 6.71
C -19.21 6.30 0.23
P -19.65 6.11 2.11
C -20.70 7.57 2.56
C -20.86 4.72 2.09
H -19.14 7.36 -0.04
H -19.95 5.70 -0.38
H -18.19 5.89 0.00
H -21.24 7.48 3.52
H -21.41 7.79 1.73
H -19.94 8.41 2.62
H -21.77 4.95 1.51
H -21.13 4.36 3.10
H -20.36 3.91 1.54
Cl -18.93 3.91 7.64
C -20.21 4.77 6.67
Cl -21.53 3.69 6.06
Cl -21.00 6.09 7.60
C -19.39 5.30 5.55
O -18.71 4.39 4.82
O -19.12 6.51 5.39
C -10.58 8.82 4.44
Te -11.40 6.95 4.09
C -11.43 6.22 6.19
H -9.53 8.83 4.18
H -10.75 8.93 5.53
H -11.13 9.59 3.92
H -12.25 6.71 6.74
H -10.46 6.45 6.68
H -11.58 5.13 6.13
*
```

Computed properties:
Expectation value of S²: 6.059
F_max (eV Å⁻¹): 5.3
Total energy (Ha): -3946.45810
Relative energy (zero: lowest compared OMol25 entry of this formula, charge and spin) (kJ/mol): 96.50
HOMO-LUMO gap (alpha / beta) (hartree): 0.1341 / 0.0891
HOMO energy (alpha / beta) (Eh): -0.27572 / -0.35923

***

No. 7
Formula: C19H25ClN6O4
Source: the OMol25 dataset
Level of theory: ωB97M-V/def2-TZVPD

```
! RIJCOSX wB97M-V def2-TZVPD def2/J DEFGRID3
* xyz 0 1
C -3.14 -4.56 3.34
N -2.25 -3.41 3.18
C -2.25 -2.58 2.12
O -3.01 -2.74 1.18
C -1.23 -1.42 2.17
N 0.15 -1.89 2.38
C 0.68 -2.23 3.55
C 2.15 -2.56 3.56
O 0.03 -2.28 4.59
C -1.28 -0.50 0.94
C -0.45 0.77 1.19
O -0.72 -1.11 -0.20
H -4.12 -4.34 2.93
H -2.72 -5.42 2.80
H -3.24 -4.81 4.39
H -1.59 -3.21 3.92
H -1.52 -0.82 3.03
H 0.74 -1.90 1.56
H 2.71 -1.71 3.18
H 2.33 -3.43 2.93
H 2.46 -2.78 4.58
H -2.31 -0.21 0.74
H -0.82 1.28 2.08
H -0.56 1.45 0.34
H 0.60 0.53 1.31
H -0.83 -0.49 -0.94
N -1.17 4.96 -4.86
C -0.54 3.85 -4.37
O 0.66 3.82 -4.61
C -1.30 2.80 -3.65
N -2.66 2.84 -3.67
C -3.30 1.86 -3.00
C -2.60 0.85 -2.32
N -1.26 0.80 -2.28
C -0.60 1.76 -2.95
N 0.78 1.70 -2.90
C 1.58 0.51 -2.51
C 2.40 0.75 -1.26
C 2.61 2.04 -0.72
C 3.40 2.21 0.42
C 3.99 1.11 1.04
C 3.79 -0.17 0.51
C 3.01 -0.35 -0.63
Cl 2.82 -1.98 -1.25
H -2.19 4.93 -4.90
H -0.65 5.51 -5.53
H -4.38 1.85 -2.99
H -3.17 0.09 -1.80
H 1.25 2.39 -3.50
H 2.25 0.25 -3.33
H 0.93 -0.35 -2.35
H 2.16 2.91 -1.18
H 3.55 3.21 0.83
H 4.60 1.25 1.93
H 4.26 -1.03 0.99
*
```

Computed properties:
F_max (eV Å⁻¹): 2.4
Total energy (Ha): -1828.79475
Relative energy (zero: lowest compared OMol25 entry of this formula, charge and spin) (kJ/mol): 0.00
HOMO-LUMO gap (hartree): 0.3068
SMILES string: CNC(=O)[C@@H](NC(C)=O)[C@@H](C)O.NC(=O)c1nccnc1NCc1ccccc1Cl
HOMO energy (Eh): -0.32948

***

No. 8
Formula: C19H25FN2O3
Source: the OMol25 dataset
Level of theory: ωB97M-V/def2-TZVPD

```
! RIJCOSX wB97M-V def2-TZVPD def2/J DEFGRID3
* xyz 0 1
C -2.35 -0.74 2.41
N -1.84 -0.79 1.06
C -0.97 -1.79 0.76
O -0.63 -2.60 1.60
C -0.38 -1.84 -0.65
C 0.22 -3.23 -0.93
C 1.69 -3.16 -1.36
C 2.47 -2.39 -0.32
O 3.50 -2.79 0.20
N 1.90 -1.21 -0.01
C 2.40 -0.40 1.09
C 3.05 0.85 0.58
C 4.33 0.81 0.03
C 4.92 1.96 -0.47
C 4.25 3.17 -0.43
C 2.98 3.24 0.10
C 2.40 2.08 0.59
F 1.14 2.16 1.10
C 0.73 -0.77 -0.73
C -2.38 0.18 0.12
C -3.80 -0.18 -0.34
C -4.27 0.88 -1.35
O -4.25 2.17 -0.80
C -2.96 2.55 -0.38
C -2.41 1.60 0.69
H -1.91 0.09 2.97
H -2.08 -1.68 2.90
H -3.44 -0.64 2.41
H -1.15 -1.61 -1.39
H 0.16 -3.81 -0.01
H -0.36 -3.74 -1.70
H 2.11 -4.16 -1.45
H 1.78 -2.66 -2.33
H 1.57 -0.17 1.76
H 3.13 -1.02 1.61
H 4.84 -0.13 0.01
H 5.92 1.91 -0.89
H 4.72 4.06 -0.82
H 2.43 4.16 0.14
H 0.99 -0.59 -1.79
H 0.40 0.17 -0.30
H -1.74 0.21 -0.77
H -3.81 -1.17 -0.81
H -4.49 -0.19 0.50
H -5.31 0.70 -1.64
H -3.64 0.84 -2.25
H -3.05 3.56 0.00
H -2.27 2.56 -1.25
H -1.41 1.92 0.99
H -3.07 1.65 1.56
*
```

Computed properties:
F_max (eV Å⁻¹): 0.5
Total energy (Ha): -1174.13655
Relative energy (zero: lowest compared OMol25 entry of this formula, charge and spin) (kJ/mol): 0.00
HOMO-LUMO gap (hartree): 0.3522
SMILES string: CN(C(=O)[C@@H]1CCC(=O)N(Cc2ccccc2F)C1)C1CCOCC1
HOMO energy (Eh): -0.33220

***

No. 9
Formula: C19H25FN4O2S
Source: the OMol25 dataset
Level of theory: ωB97M-V/def2-TZVPD

```
! RIJCOSX wB97M-V def2-TZVPD def2/J DEFGRID3
* xyz 0 1
C 3.27 3.00 -4.30
C 2.65 3.66 -3.09
S 1.49 2.49 -2.32
O 0.96 3.09 -1.13
O 0.57 2.02 -3.31
N 2.54 1.25 -1.86
C 2.24 0.67 -0.57
C 0.95 -0.18 -0.61
C 1.22 -1.32 -1.55
C 1.91 -2.45 -1.12
C 2.19 -3.46 -2.02
C 1.79 -3.29 -3.34
N 1.14 -2.22 -3.77
C 0.86 -1.26 -2.90
N 0.57 -0.71 0.70
C 0.47 0.28 1.75
C 0.14 -0.40 3.09
N -1.10 -1.14 3.01
C -2.29 -0.58 3.44
C -2.32 0.09 4.67
C -3.47 0.63 5.19
C -4.67 0.52 4.51
C -4.69 -0.14 3.30
C -3.52 -0.67 2.78
F -3.63 -1.28 1.57
C -1.03 -2.09 1.92
C -0.71 -1.41 0.59
H 3.86 3.72 -4.87
H 2.48 2.61 -4.93
H 3.92 2.19 -3.99
H 2.06 4.53 -3.35
H 3.37 3.91 -2.31
H 2.54 0.55 -2.60
H 2.12 1.53 0.09
H 3.09 0.07 -0.24
H 0.16 0.47 -1.03
H 2.19 -2.53 -0.08
H 2.71 -4.35 -1.72
H 1.99 -4.04 -4.09
H 0.32 -0.41 -3.29
H 1.43 0.79 1.87
H -0.30 1.04 1.52
H 0.09 0.36 3.86
H 0.94 -1.11 3.33
H -1.40 0.17 5.25
H -3.44 1.14 6.15
H -5.58 0.94 4.92
H -5.60 -0.25 2.73
H -1.94 -2.67 1.85
H -0.21 -2.78 2.16
H -0.64 -2.16 -0.20
H -1.52 -0.71 0.33
*
```

Computed properties:
F_max (eV Å⁻¹): 1.0
Total energy (Ha): -1606.54348
Relative energy (zero: lowest compared OMol25 entry of this formula, charge and spin) (kJ/mol): 126.62
HOMO-LUMO gap (hartree): 0.3083
SMILES string: CCS(=O)(=O)NC[C@@H](c1cccnc1)N1CCN(c2ccccc2F)CC1
HOMO energy (Eh): -0.28437